1.
{
  "formula": "C4H11NO",
  "method": "ωB97M-V with the def2-TZVPD basis set",
  "species": ["C", "C", "C", "C", "N", "H", "H", "H", "H", "H", "H", "H", "H", "H", "O", "H", "H"],
  "coordinates": [[-0.7276, -0.7028, -0.9086], [-0.7782, 0.2529, 0.2522], [-1.2303, -0.2818, 1.6050], [-0.0882, 1.3908, 0.2315], [0.5746, 1.8549, -0.9284], [-1.1118, -0.1139, -1.7645], [-1.3479, -1.5791, -0.8031], [0.2846, -0.9540, -1.2259], [-0.6570, 0.1833, 2.4157], [-1.1537, -1.3665, 1.6915], [-2.2575, 0.0163, 1.8723], [-0.1408, 2.1122, 1.0279], [0.7924, 2.8378, -0.9049], [0.0207, 1.6726, -1.7543], [2.9304, -1.8738, -0.4435], [2.4409, -2.4047, 0.1889], [2.4495, -1.0443, -0.5519]],
  "lowdin_charge": [-0.0665, -0.3513, -0.0815, -0.1944, 0.0362, 0.0760, 0.0725, 0.0637, 0.0678, 0.0691, 0.0721, 0.1103, 0.0705, 0.0671, -0.0589, 0.0304, 0.0168],
  "max_force_ev_per_a": 2.24,
  "smiles": "CC(C)=CN.O",
  "homo_lumo_gap_ev": 9.0,
  "total_energy_ev": -7863.251,
  "relative_energy_ev": 1.302
}

---

2.
{
  "formula": "C4H11NO2",
  "method": "ωB97M-V with the def2-TZVPD basis set",
  "species": ["O", "C", "C", "C", "C", "N", "H", "H", "H", "H", "H", "H", "H", "H", "H", "H", "H", "O"],
  "coordinates": [[-2.2271, 0.3379, -1.0067], [-1.8196, -0.3763, -0.0684], [-0.3118, -0.6380, 0.1727], [0.3018, 0.6534, 0.8886], [1.8045, 0.7954, 0.6029], [-0.0257, -1.8922, 0.9515], [-2.5383, -0.8987, 0.6005], [0.2873, -0.7827, -0.7770], [-0.3234, 1.4641, 0.6168], [0.1263, 0.5682, 1.9628], [1.8463, 0.6714, -0.5150], [2.4100, 0.0979, 1.1082], [1.9948, 1.8997, 0.7511], [-0.8886, -2.5419, 1.0007], [0.2208, -1.6937, 1.9297], [0.1501, 0.3987, -3.3018], [-0.9800, 0.9243, -2.3032], [-0.0275, 1.0124, -2.6134]],
  "mulliken_spin": [0.2483, 0.6100, 0.0023, 0.0366, 0.0218, 0.0393, 0.0293, 0.0207, 0.0265, -0.0008, -0.0030, -0.0016, -0.0070, -0.0316, -0.0024, -0.0086, -0.0015, 0.0217],
  "max_force_ev_per_a": 4.24,
  "charge": -1,
  "spin_multiplicity": 2,
  "homo_lumo_gap_ev": [4.0, 7.7],
  "total_energy_ev": -9910.048,
  "relative_energy_ev": 1.391
}

---

3.
{
  "formula": "C4H11NO2",
  "method": "ωB97M-V with the def2-TZVPD basis set",
  "species": ["C", "C", "O", "N", "C", "C", "H", "H", "H", "H", "H", "H", "H", "H", "H", "O", "H", "H"],
  "coordinates": [[-1.5468, 1.4955, 0.6540], [-0.3354, 0.7423, 0.1606], [0.7868, 1.2123, 0.2805], [-0.5165, -0.4137, -0.5979], [0.7385, -1.0571, -0.9832], [-1.6239, -1.3457, -0.2478], [-1.1711, 2.2547, 1.3250], [-2.0583, 1.9798, -0.1787], [-2.2405, 0.8284, 1.1523], [0.4492, -1.9484, -1.5352], [1.3091, -1.3926, -0.1108], [1.4030, -0.4102, -1.5457], [-2.2740, -1.4195, -1.1237], [-1.2032, -2.3420, -0.1534], [-2.1427, -0.9627, 0.6214], [3.5805, 0.6707, 1.0344], [4.1542, 1.3220, 0.6138], [2.6910, 0.7862, 0.6344]],
  "lowdin_charge": [0.0115, -0.4840, 0.0301, -0.1451, -0.0620, -0.0323, 0.0846, 0.0959, 0.0604, 0.0825, 0.0976, 0.0892, 0.0889, 0.0807, 0.0669, -0.0870, 0.0285, -0.0066],
  "max_force_ev_per_a": 1.79,
  "smiles": "CC(=O)N(C)C.O",
  "homo_lumo_gap_ev": 10.3,
  "total_energy_ev": -9911.568,
  "relative_energy_ev": 0.674
}

---

4.
{
  "formula": "C4H11NO2",
  "method": "ωB97M-V with the def2-TZVPD basis set",
  "species": ["C", "O", "C", "N", "C", "C", "O", "H", "H", "H", "H", "H", "H", "H", "H", "H", "H", "H"],
  "coordinates": [[1.6137, -0.7591, -1.5160], [0.7681, 0.3065, -1.1120], [-0.6130, -0.1035, -0.9312], [-1.1038, 0.2575, 0.3796], [-1.2151, 1.7044, 0.5301], [-0.1951, -0.3094, 1.4612], [0.0578, -1.6883, 1.3272], [2.5254, -0.3362, -1.9474], [1.1486, -1.3963, -2.2756], [1.8938, -1.3634, -0.6477], [-0.7223, -1.1825, -1.0991], [-1.1927, 0.3940, -1.7184], [-1.9324, 2.1197, -0.1867], [-0.2580, 2.2255, 0.4052], [-1.5925, 1.9567, 1.5288], [-0.7461, -0.1790, 2.3970], [0.7500, 0.2404, 1.5052], [0.8137, -1.8872, 1.8998]],
  "lowdin_charge": [-0.1155, -0.1886, -0.2284, -0.1588, -0.1033, -0.2498, -0.0482, 0.0851, 0.0856, 0.0762, 0.1215, 0.1286, 0.0875, 0.0849, 0.0838, 0.1184, 0.1214, 0.0995],
  "max_force_ev_per_a": 1.69,
  "smiles": "COCN(C)CO",
  "homo_lumo_gap_ev": 9.8,
  "total_energy_ev": -9910.102,
  "relative_energy_ev": 2.140
}

---

5.
{
  "formula": "C4H11NO2",
  "method": "ωB97M-V with the def2-TZVPD basis set",
  "species": ["C", "C", "O", "O", "H", "H", "H", "H", "C", "C", "N", "H", "H", "H", "H", "H", "H", "H"],
  "coordinates": [[0.8704, 3.5599, 3.7876], [1.4016, 3.0724, 2.4728], [2.4691, 3.3614, 1.9799], [0.5184, 2.2354, 1.8676], [1.5980, 4.2373, 4.2654], [0.6833, 2.7099, 4.4652], [-0.0758, 4.1073, 3.6404], [0.9533, 1.9670, 1.0127], [2.1082, -0.6866, 0.6214], [2.8243, 0.6275, 0.3514], [1.8716, 1.6111, -0.1788], [1.2773, -0.5247, 1.3285], [2.8014, -1.4261, 1.0565], [1.6974, -1.0982, -0.3158], [3.2220, 1.0333, 1.3014], [3.6834, 0.4441, -0.3221], [2.3457, 2.5013, -0.3668], [1.5084, 1.2858, -1.0815]],
  "lowdin_charge": [-0.0041, -0.5750, 0.0577, 0.0380, 0.0871, 0.0909, 0.0908, 0.0063, -0.1052, -0.3161, -0.0239, 0.0746, 0.0767, 0.0731, 0.1090, 0.1099, 0.1029, 0.1075],
  "max_force_ev_per_a": 2.01,
  "smiles": "CC(=O)O.CCN",
  "homo_lumo_gap_ev": 10.9,
  "total_energy_ev": -9912.208,
  "relative_energy_ev": 0.033
}

---

6.
{
  "formula": "C4H11NO2",
  "method": "ωB97M-V with the def2-TZVPD basis set",
  "species": ["N", "C", "C", "O", "H", "H", "H", "H", "H", "C", "O", "C", "H", "H", "H", "H", "H", "H"],
  "coordinates": [[-0.7922, 2.4521, -0.0479], [-1.2276, 1.1274, -0.4600], [-0.2166, 0.4941, -1.3753], [-0.3243, -0.6171, -1.8597], [-1.3415, 2.7860, 0.7345], [-0.8898, 3.1188, -0.8069], [-1.2953, 0.4902, 0.4260], [-2.2092, 1.0947, -0.9588], [0.6724, 1.1154, -1.5716], [1.5807, -0.3446, 0.8229], [0.2698, -1.0534, 1.1504], [0.0847, -2.2766, 0.5343], [2.2572, -0.7981, 1.5482], [1.9820, -0.5581, -0.1718], [1.4729, 0.7176, 1.0274], [0.0620, -2.1025, -0.5899], [0.8392, -3.0142, 0.8365], [-0.9244, -2.6317, 0.7617]],
  "lowdin_charge": [-0.0055, -0.2465, -0.2697, 0.0140, 0.0703, 0.0704, 0.1147, 0.1245, 0.1217, -0.0415, -0.2781, -0.1663, 0.0787, 0.0826, 0.0784, 0.0780, 0.0851, 0.0893],
  "max_force_ev_per_a": 3.01,
  "smiles": "NCC=O.COC",
  "homo_lumo_gap_ev": 10.4,
  "total_energy_ev": -9909.676,
  "relative_energy_ev": 2.566
}

---

7.
{
  "formula": "C4H11NO2",
  "method": "ωB97M-V with the def2-TZVPD basis set",
  "species": ["C", "N", "C", "C", "C", "O", "H", "H", "H", "H", "H", "H", "H", "H", "H", "H", "H", "O"],
  "coordinates": [[-1.7738, -0.0155, 1.1152], [-0.7513, -0.4884, 0.1699], [-0.0646, 0.5038, -0.6193], [1.0849, 1.3161, -0.1062], [1.1833, 0.0612, -1.3021], [1.4449, 0.1732, -2.5279], [-2.6854, 0.4063, 0.7304], [-1.3840, 0.8453, 1.6728], [-1.9325, -0.7051, 1.9327], [-0.8678, -1.6926, -2.7256], [-0.7086, 0.9167, -1.3547], [-0.1709, -1.9400, -2.6058], [1.0900, 2.3988, -0.3705], [1.5209, 1.0038, 0.7555], [1.8878, -0.6133, -0.7397], [-0.0943, -1.0399, 0.7855], [1.4310, -0.7989, 2.8466], [0.7904, -0.3314, 2.3431]],
  "lowdin_charge": [-0.1189, -0.0572, -0.2972, 0.2087, -0.3307, 0.0724, 0.0688, 0.0698, 0.0839, 0.0497, 0.1541, 0.0381, 0.1412, 0.0348, 0.1695, 0.1009, -0.0886, -0.2993],
  "max_force_ev_per_a": 5.71,
  "homo_lumo_gap_ev": 4.5,
  "total_energy_ev": -9902.777,
  "relative_energy_ev": 9.465
}

---

8.
{
  "formula": "C4H11NO2",
  "method": "ωB97M-V with the def2-TZVPD basis set",
  "species": ["C", "C", "N", "O", "H", "H", "H", "H", "H", "C", "C", "O", "H", "H", "H", "H", "H", "H"],
  "coordinates": [[2.7777, -0.5958, -1.0276], [1.9045, -0.2175, 0.0328], [1.9448, 1.1328, 0.5132], [1.3900, -0.9824, 0.8222], [2.8442, 0.1019, -1.9025], [2.6111, -1.7044, -1.3006], [3.8170, -0.6356, -0.6170], [1.5732, 1.3213, 1.3855], [2.4333, 1.9344, 0.1350], [-2.0330, 0.6968, -0.0386], [-2.1689, -0.7143, 0.5412], [-3.5591, -1.0369, 0.5088], [-1.0940, 1.2471, 0.0256], [-2.7558, 1.2901, 0.4645], [-2.2982, 0.8213, -1.1142], [-1.7450, -1.3603, -0.1755], [-1.6565, -1.0854, 1.4980], [-3.9855, -0.2131, 0.2492]],
  "lowdin_charge": [-0.0397, -0.5911, 0.1301, 0.0407, 0.0977, 0.1229, 0.1054, 0.0585, 0.0900, -0.0904, -0.3037, -0.0921, 0.0572, 0.0503, 0.0925, 0.0758, 0.1365, 0.0593],
  "max_force_ev_per_a": 5.52,
  "smiles": "CC(N)=O.CCO",
  "homo_lumo_gap_ev": 10.5,
  "total_energy_ev": -9910.533,
  "relative_energy_ev": 1.709
}

---

9.
{
  "formula": "C4H11NO2",
  "method": "ωB97M-V with the def2-TZVPD basis set",
  "species": ["C", "C", "C", "C", "N", "O", "H", "H", "H", "H", "H", "H", "H", "H", "H", "O", "H", "H"],
  "coordinates": [[-1.7059, -1.0857, 0.8540], [-0.2698, -0.5166, 0.8216], [-0.2382, 0.9717, 1.1981], [0.3231, -0.8408, -0.5313], [-0.0486, 0.0281, -1.5850], [1.0450, -1.7877, -0.7175], [-1.7172, -2.0517, 0.3397], [-2.3867, -0.4402, 0.3009], [-2.0752, -1.1768, 1.8686], [0.2986, -1.0561, 1.5676], [-1.0533, 1.1888, 1.8820], [0.7134, 1.2317, 1.6553], [-0.3717, 1.6049, 0.3145], [-1.0673, 0.0618, -1.5911], [0.2810, -0.3577, -2.4629], [2.7880, 1.8013, -1.3438], [2.0078, 1.2882, -1.1030], [3.4772, 1.1369, -1.4678]],
  "lowdin_charge": [-0.0590, -0.3452, -0.0614, -0.5256, 0.1329, 0.0841, 0.0869, 0.0757, 0.0798, 0.1334, 0.0744, 0.0796, 0.0736, 0.0989, 0.1051, -0.0620, -0.0096, 0.0385],
  "max_force_ev_per_a": 0.94,
  "smiles": "CC(C)C(N)=O.O",
  "homo_lumo_gap_ev": 10.8,
  "total_energy_ev": -9911.945,
  "relative_energy_ev": 0.297
}

---

10.
{
  "formula": "C4H11NO2",
  "method": "ωB97M-V with the def2-TZVPD basis set",
  "species": ["C", "N", "C", "C", "C", "O", "H", "H", "H", "H", "H", "H", "H", "H", "H", "O", "H", "H"],
  "coordinates": [[1.1221, -2.6895, -1.2619], [1.0485, -1.3035, -1.5410], [1.1029, -0.3648, -0.3220], [0.3658, -1.2704, 0.7420], [0.7793, 1.0762, -0.8376], [-0.1299, 1.7871, -0.3137], [0.2104, -3.1173, -1.7227], [1.2459, -3.2445, -0.2963], [1.8571, -3.1924, -1.9306], [0.1109, -1.2493, -1.8918], [2.1249, -0.2807, 0.1282], [0.2988, -0.5794, 1.5819], [1.0682, -1.9986, 1.0250], [-0.6118, -1.4726, 0.3433], [1.3384, 1.4831, -1.7470], [-3.3722, 2.8383, 2.8893], [-3.8369, 3.3400, 2.1877], [-3.3487, 1.9240, 2.5816]],
  "lowdin_charge": [-0.2093, -0.1018, -0.2838, -0.0675, -0.1504, -0.0103, 0.0876, 0.0875, 0.0777, 0.0869, 0.1407, 0.0779, 0.0425, 0.0866, 0.1362, -0.0761, 0.0462, 0.0293],
  "max_force_ev_per_a": 5.34,
  "smiles": "CN[C@H](C)C=O.O",
  "homo_lumo_gap_ev": 9.8,
  "total_energy_ev": -9908.692,
  "relative_energy_ev": 3.550
}